No. 1
{
  "formula": "C4H5NS",
  "method": "ωB97M-V with the def2-TZVPD basis set",
  "relative_energy_kj_mol": 362.3,
  "lumo_energy_ev": 0.1733,
  "total_charge": 0,
  "smiles": "C=C1S/C1=N/C",
  "energy_ev": -16550.310,
  "orbital_gap_ev": 8.9,
  "elements": ["C", "C", "S", "C", "N", "C", "H", "H", "H", "H", "H"],
  "positions_angstrom": [[1.93169, 0.70466, -0.38112], [0.87176, 1.09212, 0.30095], [0.57002, 1.45185, 1.84782], [-0.27148, 0.44811, 0.83207], [-1.15714, -0.36490, 1.01827], [-1.62060, -0.99520, -0.26077], [1.88964, -0.02432, -1.19306], [2.95196, 1.12441, -0.38918], [-1.70906, -0.11923, -0.92242], [-0.93231, -1.82773, -0.77787], [-2.52448, -1.48977, -0.07469]],
  "forces_ev_per_angstrom": [[1.46, 0.10, -2.38], [1.80, -2.21, -3.72], [0.43, 3.88, 6.21], [0.22, -0.01, 0.04], [-2.06, -2.58, -1.40], [2.38, -0.18, -0.85], [-0.65, 0.19, 0.14], [-0.73, 0.14, 0.85], [-0.43, -0.90, -0.41], [-0.97, 1.97, 1.41], [-1.45, -0.41, 0.11]],
  "mulliken_charge": [-0.6944, 0.3010, -0.2391, 0.5095, -0.4559, -0.7071, 0.2344, 0.2396, 0.3002, 0.2119, 0.3000]
}

***

No. 2
{
  "formula": "C4H5NS",
  "method": "ωB97M-V with the def2-TZVPD basis set",
  "relative_energy_kj_mol": 569.9,
  "lumo_energy_ev": -1.4311,
  "total_charge": 0,
  "energy_ev": -16548.158,
  "orbital_gap_ev": 8.5,
  "elements": ["C", "C", "C", "C", "H", "H", "H", "H", "H", "N", "S"],
  "positions_angstrom": [[-0.57959, -0.88738, 0.34480], [-0.29573, 0.61482, 0.08785], [1.09351, 0.96772, -0.15486], [0.66129, -1.61289, -0.03259], [-2.27121, 0.94353, -0.46805], [-0.42539, -0.82036, 1.41362], [-0.81818, 1.46249, 0.36784], [1.21597, 2.12370, -0.51728], [1.84748, 0.36476, -0.62403], [1.76878, -2.14373, -0.19832], [-2.19692, -1.01266, -0.21900]],
  "forces_ev_per_angstrom": [[2.32, 2.95, 1.10], [9.17, -0.55, -0.95], [-4.88, 3.11, -2.13], [6.52, -4.13, -1.68], [-0.36, -4.11, 0.09], [-0.79, -0.87, 0.79], [-1.87, 0.88, 0.91], [-0.17, -2.70, 1.51], [0.19, -0.58, 0.52], [-7.88, 3.59, 1.13], [-2.27, 2.41, -1.30]],
  "mulliken_charge": [0.5965, -0.7823, -0.8780, 0.2361, 0.1986, 0.2621, 0.5253, 0.2191, 0.3764, -0.4895, -0.2643]
}

***

No. 3
{
  "formula": "C4H5O",
  "method": "ωB97M-V with the def2-TZVPD basis set",
  "relative_energy_kj_mol": 308.5,
  "lumo_energy_ev": [4.0273, 4.0629],
  "total_charge": -1,
  "energy_ev": -6271.316,
  "orbital_gap_ev": [5.6, 4.8],
  "elements": ["H", "O", "C", "C", "C", "C", "H", "H", "H", "H"],
  "positions_angstrom": [[1.98940, 1.18671, 1.87058], [1.68187, 0.83313, 0.03634], [1.24258, -0.28858, -0.26664], [-0.16729, -0.72431, 0.07580], [-1.21403, 0.20349, -0.34362], [-2.08562, 0.95706, -0.71401], [1.94597, -1.14859, -0.31830], [-0.21668, -0.88303, 1.16850], [-0.32097, -1.71823, -0.37838], [-2.85522, 1.58235, -1.13026]],
  "forces_ev_per_angstrom": [[-0.07, -0.11, 0.15], [-0.36, -0.29, -0.57], [0.66, 0.26, 0.87], [0.12, -0.35, -0.37], [-0.78, 0.52, -0.25], [0.32, -0.47, -0.06], [-0.20, 0.08, -0.24], [0.09, 0.26, 0.11], [-0.19, 0.31, 0.03], [0.41, -0.21, 0.32]],
  "mulliken_charge": [-0.0748, -0.3178, -0.8293, -0.3576, -0.6018, 0.1476, 0.1059, 0.2577, 0.2751, 0.3952]
}

***

No. 4
{
  "formula": "C4H5O",
  "method": "ωB97M-V with the def2-TZVPD basis set",
  "relative_energy_kj_mol": 0.0,
  "lumo_energy_ev": [0.5209, 0.1127],
  "s2": 0.763,
  "total_charge": 0,
  "spin_multiplicity": 2,
  "energy_ev": -6270.390,
  "orbital_gap_ev": [9.1, 9.6],
  "elements": ["O", "C", "C", "H", "H", "C", "C", "H", "H", "H"],
  "positions_angstrom": [[0.62011, -2.40890, 1.37777], [1.25355, -1.28281, 1.27081], [1.82971, -0.24180, 1.04058], [-0.29240, -2.30616, 1.73705], [2.21632, 0.71124, 1.38485], [-0.45409, 0.55659, -1.38160], [-1.47908, 1.33429, -1.12876], [0.12613, 0.23215, -2.24684], [-1.96525, 1.89689, -1.93860], [-1.85499, 1.50851, -0.11527]],
  "forces_ev_per_angstrom": [[-0.78, -0.65, 0.28], [0.16, 1.08, -0.30], [-0.37, 0.01, 1.13], [0.96, 0.17, -0.44], [0.04, -0.61, -0.68], [-0.32, 0.17, -0.15], [0.41, -0.04, -0.14], [-0.24, 0.15, 0.36], [0.04, -0.17, 0.23], [0.10, -0.12, -0.30]],
  "mulliken_charge": [-0.4937, 0.3629, -0.5207, 0.3635, 0.2924, -0.3934, -0.3438, 0.2892, 0.2327, 0.2110]
}

***

No. 5
{
  "formula": "C4H5O2",
  "method": "ωB97M-V with the def2-TZVPD basis set",
  "relative_energy_kj_mol": 0.0,
  "lumo_energy_ev": [0.7126, -0.5092],
  "s2": 0.802,
  "total_charge": 0,
  "spin_multiplicity": 2,
  "energy_ev": -8319.136,
  "orbital_gap_ev": [8.2, 8.4],
  "elements": ["H", "O", "C", "C", "H", "H", "C", "C", "O", "H", "H"],
  "positions_angstrom": [[0.43973, 3.39525, -1.48575], [-0.68684, 2.39812, -0.12562], [0.41216, 2.46275, -0.90977], [1.42480, 1.60505, -0.96379], [-0.72838, 1.54343, 0.33158], [2.34393, 1.71743, -1.53529], [1.58938, -0.45497, -0.00621], [1.02571, -1.46822, -0.76799], [0.43278, -1.77845, -1.72419], [1.08795, -0.30245, 0.95534], [2.67225, -0.55185, 0.11527]],
  "forces_ev_per_angstrom": [[-0.06, -0.28, 0.18], [-0.58, -0.28, 0.15], [1.09, -0.28, 0.02], [0.07, -0.73, 0.26], [0.17, 0.26, -0.20], [-0.42, -0.05, 0.05], [0.04, 0.87, 0.25], [-0.38, 0.76, -0.71], [0.25, -0.35, 0.47], [0.11, -0.09, -0.32], [-0.30, 0.16, -0.16]],
  "mulliken_charge": [0.2953, -0.4737, 0.1695, -0.5490, 0.2834, 0.2849, -0.8565, 0.5087, -0.3316, 0.3443, 0.3247]
}

***

No. 6
{
  "formula": "C4H5O2P",
  "method": "ωB97M-V with the def2-TZVPD basis set",
  "relative_energy_kj_mol": 412.2,
  "lumo_energy_ev": [-1.5681, -1.8305],
  "total_charge": 0,
  "energy_ev": -17607.717,
  "orbital_gap_ev": [8.6, 8.2],
  "elements": ["C", "C", "C", "C", "O", "O", "P", "H", "H", "H", "H", "H"],
  "positions_angstrom": [[-1.17269, 0.98712, -0.02553], [0.80368, 1.30573, -0.12664], [-1.46954, -0.42566, -0.02263], [-0.29024, -1.21619, -0.55253], [-2.48077, -0.92392, 0.31898], [2.56813, -0.80678, -0.12992], [1.21712, -0.34467, 0.19761], [-1.72399, 1.95053, -0.30080], [1.23458, 2.27796, -0.36603], [-0.47757, -2.25626, -0.19807], [-0.31951, -1.34379, -1.60362], [0.95915, -0.52852, 1.53907]],
  "forces_ev_per_angstrom": [[4.57, 4.04, -1.08], [-5.87, -0.46, 0.00], [2.39, 0.87, -1.51], [0.23, -0.82, 2.21], [-2.72, -0.97, 0.99], [0.54, -0.24, -0.49], [0.07, -1.42, -0.77], [0.45, -1.89, 0.79], [-0.21, -0.43, 0.23], [0.68, 0.60, 0.18], [0.33, 0.62, -1.24], [-0.45, 0.09, 0.70]],
  "mulliken_charge": [-0.4341, -0.3748, 0.5411, -0.5960, -0.4861, -0.6720, 0.4865, 0.3450, 0.4512, 0.3089, 0.3586, 0.0718]
}

***

No. 7
{
  "formula": "C4H5O2Sn",
  "method": "ωB97M-V with the def2-TZVPD basis set",
  "relative_energy_kj_mol": 0.0,
  "lumo_energy_ev": [-0.1512, -0.1039],
  "s2": 0.754,
  "total_charge": 0,
  "spin_multiplicity": 2,
  "energy_ev": -14150.505,
  "orbital_gap_ev": [5.8, 8.9],
  "elements": ["H", "O", "Sn", "O", "C", "C", "C", "C", "H", "H", "H", "H"],
  "positions_angstrom": [[-3.12440, 2.07288, 0.63268], [-2.75944, 1.19565, 0.76463], [-2.72345, -0.19999, -0.55641], [2.90978, -1.56535, 0.19553], [2.20152, -0.61853, -0.04202], [0.89231, -0.71553, -0.79369], [-0.17267, 0.13330, -0.23723], [-0.65930, 0.77028, 0.72151], [2.47876, 0.41589, 0.26134], [0.62471, -1.77604, -0.90574], [1.15513, -0.45174, -1.83448], [-0.82294, 0.73918, 1.79389]],
  "forces_ev_per_angstrom": [[-0.02, 0.06, -0.17], [-1.18, 2.02, 1.74], [-0.33, -1.99, -1.98], [-0.45, 0.58, -0.20], [0.34, -0.23, 0.44], [0.27, -0.26, -1.37], [-0.67, 1.07, 2.06], [2.65, -2.38, -0.55], [0.01, -0.21, 0.01], [-0.26, 0.28, 0.41], [-0.19, 0.26, 0.20], [-0.17, 0.82, -0.60]],
  "mulliken_charge": [0.2969, -0.7103, 0.2251, -0.4578, -0.0352, -0.0978, -0.4603, -0.0278, 0.3508, 0.2990, 0.2804, 0.3370]
}

***

No. 8
{
  "formula": "C4H5O4",
  "method": "ωB97M-V with the def2-TZVPD basis set",
  "relative_energy_kj_mol": 441.1,
  "lumo_energy_ev": 3.9561,
  "total_charge": -1,
  "smiles": "[O-][C@H]1O[C@]1(O)[C@H]1CO1",
  "energy_ev": -12416.730,
  "orbital_gap_ev": 7.3,
  "elements": ["O", "C", "O", "C", "O", "C", "C", "O", "H", "H", "H", "H", "H"],
  "positions_angstrom": [[-2.26963, 0.95055, 1.41997], [-1.41865, 0.07364, 1.22601], [-1.55417, -0.61974, -0.11721], [-0.51971, 0.29641, 0.12167], [-0.55989, 1.53393, -0.51969], [0.79215, -0.29083, 0.11562], [1.59759, -0.64664, -1.14830], [1.82514, 0.55001, -0.42935], [-1.15253, -0.86326, 1.89209], [-1.49849, 1.85519, -0.19086], [1.07897, -0.93341, 0.88502], [2.42475, -1.29354, -1.11586], [1.25448, -0.61231, -2.13911]],
  "forces_ev_per_angstrom": [[-1.92, 1.77, 1.81], [0.43, -2.13, 0.84], [0.10, -0.93, -1.66], [-0.01, 0.20, -0.84], [-2.59, 0.26, 0.81], [2.63, -0.02, -3.74], [-1.05, 1.01, 1.71], [0.42, -0.13, 0.51], [-0.42, 1.80, -0.19], [2.20, -0.71, -0.44], [0.33, -0.58, 1.73], [0.98, -1.24, 0.62], [-1.10, 0.70, -1.14]],
  "mulliken_charge": [-0.8225, 0.1179, -0.5155, 0.3987, -0.6467, -0.0354, -0.5638, -0.4419, 0.1853, 0.3871, 0.4377, 0.2618, 0.2372]
}

***

No. 9
{
  "formula": "C4H5O4",
  "method": "ωB97M-V with the def2-TZVPD basis set",
  "relative_energy_kj_mol": 64.6,
  "lumo_energy_ev": [0.5818, -3.5793],
  "s2": 0.755,
  "total_charge": 0,
  "spin_multiplicity": 2,
  "energy_ev": -12416.789,
  "orbital_gap_ev": [11.5, 7.2],
  "elements": ["O", "C", "O", "C", "C", "C", "O", "O", "H", "H", "H", "H", "H"],
  "positions_angstrom": [[1.76466, 0.30221, -1.99446], [1.24394, 1.18722, -1.32945], [1.04481, 2.37973, -1.55097], [0.60679, 0.77540, 0.04183], [-0.55298, -0.09553, -0.23085], [-0.90379, -0.87342, 1.02729], [-1.15050, -2.14676, 0.65820], [-0.94449, -0.69220, 2.21104], [0.47648, 1.72774, 0.67670], [1.45406, 0.27314, 0.54960], [-1.47374, 0.56539, -0.40854], [-0.22399, -0.72359, -1.14513], [-1.34125, -2.67933, 1.49475]],
  "forces_ev_per_angstrom": [[-0.24, 0.66, 0.33], [0.99, -3.31, -0.88], [-0.43, 2.28, 0.02], [1.73, 2.94, 2.08], [-1.28, 0.74, -0.52], [-0.01, -3.17, -0.02], [-0.56, -1.59, 0.12], [0.38, 2.45, 0.16], [-0.48, -1.57, -0.88], [-0.38, -0.05, -0.49], [1.19, -1.06, -0.29], [-1.25, 0.52, 1.78], [0.32, 1.15, -1.41]],
  "mulliken_charge": [-0.5518, 0.5746, -0.2695, -0.3769, -0.2863, 0.5126, -0.4814, -0.5815, 0.3021, 0.2982, 0.2223, 0.2934, 0.3441]
}

***

No. 10
{
  "formula": "C4H5O4S",
  "method": "ωB97M-V with the def2-TZVPD basis set",
  "relative_energy_kj_mol": 0.0,
  "lumo_energy_ev": [3.3823, 2.3551],
  "s2": 2.007,
  "total_charge": -1,
  "spin_multiplicity": 3,
  "energy_ev": -23250.825,
  "orbital_gap_ev": [7.8, 7.3],
  "elements": ["C", "C", "C", "C", "O", "O", "O", "O", "S", "H", "H", "H", "H", "H"],
  "positions_angstrom": [[-0.40684, 2.97662, 0.44130], [0.32337, -0.59081, -1.08725], [0.21239, -0.97220, 0.36475], [1.02932, 0.18376, -0.04911], [3.19994, 0.36593, 1.41346], [-0.76776, 3.80573, -0.34111], [2.95052, -1.37957, -0.28740], [3.37432, 0.93769, -0.96000], [2.82404, 0.04528, 0.04628], [-0.36597, 3.15618, 1.53553], [0.92066, -1.19921, -1.75117], [-0.54852, -0.15271, -1.55662], [-0.73700, -0.79479, 0.85647], [0.74428, -1.84195, 0.72575]],
  "forces_ev_per_angstrom": [[-0.97, 1.48, -1.63], [-0.20, 0.32, -0.44], [-0.27, 0.02, 0.55], [1.01, -0.72, -0.17], [-0.09, 0.08, 0.03], [0.66, -1.32, 1.28], [0.32, 0.20, 0.07], [-0.10, 0.05, 0.04], [-0.43, -0.20, -0.09], [0.19, -0.02, 0.33], [0.12, -0.04, 0.03], [-0.17, 0.08, 0.05], [-0.14, 0.09, -0.03], [0.06, -0.03, -0.04]],
  "mulliken_charge": [0.1494, -0.5476, -0.5615, 0.1944, -0.6901, -0.3745, -0.6901, -0.6816, 1.0831, 0.2326, 0.2278, 0.2066, 0.2145, 0.2369]
}